Here is a single C3H6OSi molecule in a non-equilibrium geometry from the Open Molecules 2025 dataset. Energies are from the ωB97M-V functional and the def2-TZVPD basis.

Output
- calculated total energy (eV) = -13131.511
- lowest unoccupied orbital energy (Eh) = -0.008
- ΔE to the lowest compared entry with this formula, charge and spin (kJ/mol) = 95.3
- HOMO energy (eV) = -9.375
- SMILES = C=CC[SiH]=O

Structure (XYZ):
```
11
C3H6OSi | the Open Molecules 2025 dataset | the ωB97M-V functional and the def2-TZVPD basis
Si 0.89756 -1.27979 1.00136
O 2.06622 -0.74632 0.19775
C 0.13482 1.52117 -0.74615
C -0.86154 -0.40367 0.43573
C -0.47835 0.38587 -0.71671
H -0.47109 -0.26016 -1.60748
H 0.40695 1.71780 -1.73922
H 0.91053 -2.44892 1.78308
H 0.24989 2.38935 -0.08421
H -1.21514 0.24796 1.22679
H -1.63985 -1.12328 0.24906
```

---

Here is a molecular structure, C32H27F5FeGeN3O3S in a non-equilibrium geometry from the Open Molecules 2025 dataset. Energies are from the ωB97M-V functional and the def2-TZVPD basis.

Output
- calculated total energy (eV) = -159556.518
- lowest unoccupied orbital energy (spin up / spin down) (Eh) = -0.140 / -0.173
- ΔE to the lowest compared entry with this formula, charge and spin (kJ/mol) = 106.7
- HOMO energy (spin up / spin down) (eV) = -10.746 / -11.558
- 2S+1 = 5
- charge = +1

Structure (XYZ):
```
73
C32H27F5FeGeN3O3S | the Open Molecules 2025 dataset | the ωB97M-V functional and the def2-TZVPD basis
Ge 2.72248 0.64656 0.48223
Fe 0.35344 1.19405 1.01843
S 0.30232 0.56583 -1.10971
F -3.62793 3.06114 1.13580
F -2.65942 2.39226 -0.68041
F -2.39557 0.85590 1.65479
F -1.36460 2.57345 2.57403
F -1.85072 4.07523 0.43516
O 0.50959 0.24322 2.83942
O 0.69678 6.01597 -5.02534
O 2.21981 4.81734 -6.08878
N -0.22979 -1.76826 3.58802
N -0.24810 -1.20790 1.30547
N -1.08309 -2.62323 -0.27302
C 3.58809 0.16312 -2.24532
C 0.64466 4.20967 -2.85849
C 0.41310 3.22458 -1.91753
C 5.02610 -2.75441 1.06220
C 2.95320 2.17621 2.96069
C 0.00993 -1.33448 4.97471
C 3.53832 1.08691 -1.19541
C 4.79499 1.73760 -3.60723
C 1.31860 4.99867 -5.09595
C 1.77954 3.25927 1.14218
C 4.76001 -3.11690 2.37419
C -1.03465 -3.35636 2.02421
C 1.85593 4.30006 3.30061
C 4.10556 2.34868 -1.38188
C 1.44461 4.32336 1.98186
C 3.86421 -2.37532 3.13446
C 2.53304 2.17487 1.62159
C 4.72698 2.67269 -2.58786
C -0.74879 -2.99667 3.28645
C 0.66906 1.88756 -2.22226
C -1.56591 1.92087 1.35674
C 3.22960 -1.27459 2.57938
C 1.17237 1.55425 -3.47473
C 0.02587 -0.89473 2.57459
C 1.41994 2.55109 -4.40825
C 2.62848 3.23993 3.78094
C 4.22322 0.48119 -3.43543
C -0.79153 -2.38453 1.00602
C -2.44954 2.87162 0.54932
C 4.39026 -1.65711 0.49457
C 1.15518 3.87850 -4.10639
C 3.48677 -0.90478 1.25138
H 5.29403 1.98359 -4.53695
H 5.16553 3.65381 -2.72102
H 1.57743 5.10702 3.96695
H 3.12409 -0.81244 -2.14054
H 0.00774 3.49450 -0.95850
H 2.96769 3.24568 4.80923
H 3.55184 1.36210 3.34796
H 4.27055 -0.24893 -4.23389
H 2.68303 3.97942 -5.97195
H 4.08282 3.08647 -0.58815
H 4.62493 -1.37978 -0.52348
H 5.25976 -3.97281 2.81041
H 3.66567 -2.65489 4.16145
H 1.04480 -1.02674 5.09279
H 1.79176 2.26176 -5.38556
H -1.00346 -1.86706 -0.93841
H -1.45318 -4.32655 1.80315
H -0.92251 -3.65162 4.12936
H 1.36659 0.51910 -3.71913
H 5.73426 -3.32517 0.47608
H -0.63464 -0.49348 5.21591
H -0.20548 -2.17100 5.63260
H -1.55960 -3.46405 -0.54623
H 1.51922 3.31534 0.09014
H 0.87044 5.15736 1.59915
H 0.42150 5.24724 -2.64577
H 2.55246 -0.68674 3.18392
```

---

Here is 2 unconnected molecules or ions with the total composition CH6OS in a non-equilibrium geometry from the Open Molecules 2025 dataset. Energies are from the ωB97M-V functional and the def2-TZVPD basis.

Output
- calculated total energy (eV) = -14005.648
- lowest unoccupied orbital energy (spin up / spin down) (Eh) = -0.209 / -0.403
- ΔE to the lowest compared entry with this formula, charge and spin (kJ/mol) = 155.9
- HOMO energy (spin up / spin down) (eV) = -12.192 / -12.192
- 2S+1 = 2
- charge = +1

Structure (XYZ):
```
9
CH6OS | the Open Molecules 2025 dataset | the ωB97M-V functional and the def2-TZVPD basis
S -3.47939 2.48667 -2.45812
O 2.16578 -2.21564 0.90491
C 1.23556 -1.34722 1.52909
H 1.24076 -1.68902 2.57926
H 2.85442 -1.78034 0.42821
H -3.51865 3.29668 -3.56056
H 0.23695 -1.53569 1.14542
H -2.26974 3.09174 -2.21792
H 1.53432 -0.30717 1.64968
```

---

Here is a molecular structure, C26H39As2CrN4O6S7 from the Open Molecules 2025 dataset. Energies are from the ωB97M-V functional and the def2-TZVPD basis.

Output
- calculated total energy (eV) = -271789.257
- lowest unoccupied orbital energy (spin up / spin down) (Eh) = 0.003 / 0.007
- ΔE to the lowest compared entry with this formula, charge and spin (kJ/mol) = 67.3
- HOMO energy (spin up / spin down) (eV) = -7.361 / -7.440
- 2S+1 = 4

Structure (XYZ):
```
85
C26H39As2CrN4O6S7 | the Open Molecules 2025 dataset | the ωB97M-V functional and the def2-TZVPD basis
As 2.18459 -0.90156 5.15457
As 3.24228 1.46921 -1.24058
Cr -0.05950 -0.01900 -0.74803
S 2.19578 -0.38109 -1.62896
S 1.21204 0.83717 1.00478
S -3.85971 1.72574 1.11722
S -0.88965 -3.88023 1.59020
S -2.27250 1.01174 -2.94830
S 0.92972 -2.07455 3.96648
S 0.35008 2.04593 2.52387
O -3.03231 2.20150 -2.68303
O 1.25461 1.84462 -3.56909
O -2.82336 -0.23098 -2.47309
O 0.50305 3.40466 2.02396
O 1.24531 1.71817 3.62353
O -1.02320 1.62997 2.72110
N -0.68597 1.20317 -2.48245
N -0.48455 -1.64226 0.50940
N -1.79265 0.64462 0.17228
N -0.45391 -1.55997 -2.18398
C 4.45741 1.26364 0.24117
C -2.82259 0.67123 -5.71906
C 1.38868 0.41919 6.31605
C 0.12054 -2.76730 0.78523
C -2.18281 -2.76440 1.57549
C 0.16585 -3.39767 -5.00597
C 4.42920 1.64600 -2.74871
C 3.05757 -2.07911 6.42799
C -0.62122 1.21160 -4.87466
C -2.48006 -0.34564 0.84627
C -1.78509 -1.61729 0.97655
C -2.37773 1.81344 0.27655
C -1.82110 3.12452 -0.14193
C -1.94967 0.92303 -4.67776
C -3.64381 0.05535 1.40021
C 3.68029 -0.09880 4.24223
C -0.94220 0.97631 -7.21609
C -0.92030 -4.78617 -3.19041
C -0.64435 -2.38517 -2.95081
C -0.09178 1.24873 -6.15355
C 1.55104 -3.05333 0.50963
C -2.29152 0.69284 -7.00206
C -2.30536 -3.15487 -4.53857
C 0.09920 1.46034 -3.58197
C -0.92615 -3.44216 -3.92977
C 2.43665 3.20150 -1.00437
H 3.27688 3.89961 -0.99692
H 3.30463 0.67791 3.58260
H 1.44442 1.39594 5.84793
H -2.29961 -2.20975 -5.08204
H 1.78869 -2.88514 -0.54027
H 5.03999 2.54010 -2.62561
H 2.30288 -2.45191 7.11846
H -3.86936 0.46437 -5.54067
H -0.02133 -4.19062 -5.73098
H -1.26688 3.53657 0.70556
H 0.15799 -2.43980 -5.52713
H 5.06867 0.76577 -2.78786
H 3.83647 -1.55249 6.98067
H -2.93396 0.49319 -7.84975
H 4.85590 0.25122 0.22700
H -2.62004 3.80477 -0.42996
H 0.06526 -5.00253 -2.77723
H -0.55919 0.99008 -8.22818
H -1.13879 3.00449 -0.97704
H 1.78341 3.40825 -1.84415
H 3.82965 1.71501 -3.65156
H 1.15418 -3.54829 -4.57164
H 1.90523 3.23646 -0.05647
H -2.55523 -3.95818 -5.23275
H 0.34386 0.14885 6.45269
H 3.48235 -2.91943 5.88311
H -4.33318 -0.52173 1.99165
H 4.37090 0.31310 4.97813
H 2.14869 -2.36387 1.10949
H 3.91483 1.43397 1.16694
H -1.18173 -5.57634 -3.89483
H 1.91403 0.39350 7.27015
H -3.07313 -3.10008 -3.76730
H 5.26572 1.98659 0.12853
H 1.80210 -4.07623 0.78389
H -3.13079 -2.97982 2.03711
H 0.95404 1.48335 -6.30021
H -1.64755 -4.79095 -2.37834
H 4.16746 -0.88873 3.67204
```